# 1
# C4H13NO3

3 unconnected molecules or ions with the total composition C4H13NO3 at a distorted geometry (ωB97M-V/def2-TZVPD, the OMol25 dataset).

The geometry in XYZ format:
```
21
Properties=species:S:1:pos:R:3:lowdin_charge:R:1
C -1.119 -0.112 -2.408 -0.083
C 0.131 0.280 -1.598 -0.429
C 1.315 -0.342 -2.347 -0.061
N 0.142 -0.034 -0.212 0.031
C -0.147 -1.341 0.132 -0.318
O -0.019 -2.236 -0.693 -0.001
H -1.299 -1.134 -2.363 0.027
H -0.926 0.108 -3.477 0.087
H -2.177 0.228 -2.016 0.118
H 0.140 1.489 -1.688 0.180
H 2.229 -0.223 -1.739 0.099
H 1.123 -1.316 -2.497 0.028
H 1.456 0.096 -3.275 0.053
H 0.028 0.647 0.560 0.129
H -0.513 -1.515 1.216 0.139
O -0.271 -0.215 3.609 -0.006
H 0.067 0.404 3.034 -0.042
H 0.249 -0.994 3.590 0.023
O -0.020 3.096 2.316 -0.014
H -0.771 3.248 2.859 0.029
H 0.799 3.126 2.750 0.013
```

Its HOMO-LUMO gap is 0.3687 Eh. The maximum force comes out at 4.241 eV/Å. For the HOMO energy, the calculation gives -9.61 eV. Its energy is -11990.523 eV. Its total charge is 0. Its SMILES is CC(C)NC=O.O.O.



# 2
# C4H13NO3

3 unconnected molecules or ions with the total composition C4H13NO3 (ωB97M-V/def2-TZVPD, the OMol25 dataset).

The geometry in XYZ format:
```
21
Properties=species:S:1:pos:R:3:lowdin_charge:R:1
N -1.220 0.858 -2.761 -0.004
C -0.224 1.704 -2.097 -0.278
C 0.049 1.300 -0.643 -0.205
C 1.228 0.339 -0.478 -0.158
C 1.751 0.247 0.929 -0.274
O 2.453 -0.653 1.318 0.032
H -0.841 0.322 -3.532 0.062
H -1.634 0.223 -2.095 0.046
H -0.521 2.749 -2.154 0.098
H 0.721 1.606 -2.630 0.101
H 0.134 2.175 0.002 0.108
H -0.824 0.794 -0.234 0.098
H 2.071 0.619 -1.102 0.120
H 0.927 -0.663 -0.802 0.128
H 1.481 1.051 1.637 0.127
O -0.203 -1.615 2.379 -0.059
H 0.616 -2.109 2.189 0.052
H -0.387 -1.851 3.300 0.059
O -2.875 -1.520 1.089 -0.066
H -2.092 -1.153 1.520 -0.008
H -2.657 -1.539 0.153 0.020
```

Its HOMO-LUMO gap is 0.3698 Eh. The maximum force comes out at 0.741 eV/Å. For the HOMO energy, the calculation gives -9.42 eV. Its energy is -11990.825 eV. Its total charge is 0. Its SMILES is NCCCC=O.O.O.